Entry 1:
ORCA calculation (ωB97M-V/def2-TZVPD) on a 2-piece molecular cluster, C9H18N2O7 overall in a non-equilibrium geometry.

Properties
Total charge: 0
Relative energy (zero: lowest compared OMol25 entry of this formula, charge and spin) in kJ/mol: 429.2
Strongest force on any atom in eV/Å: 6.6
HOMO level in eV: -9.51
SMILES: C[C@@H](O)[C@H](N)C(=O)O.N[C@@H](CCC(=O)O)C(=O)O
Multiplicity: 1
Frontier orbital gap in eV: 9.910

Each atom is followed by the atoms it is bonded to, with distances in Å.
Element x y z (Å)
1 C 1.452 0.061 -1.836  C2 1.488, C3 1.519, H12 1.105, N28 1.439
2 C 1.106 0.677 -0.526  C1 1.488, O30 1.192, O33 1.338
3 C 2.862 -0.504 -1.844  C1 1.519, C4 1.535, H13 1.083, H14 1.047
4 C 2.758 -1.743 -0.944  C3 1.535, C5 1.580, H15 1.009, H16 1.022
5 C 2.020 -2.885 -1.749  C4 1.580, O31 1.208, O32 1.373
6 C -2.443 0.026 1.462  C7 1.445, C8 1.507, H21 1.038, N29 1.401
7 C -1.730 0.374 0.254  C6 1.445, O34 1.218, O36 1.329
8 C -2.751 1.245 2.293  C6 1.507, C9 1.512, H22 1.028, O35 1.403
9 C -1.515 2.065 2.588  C8 1.512, H24 1.109, H25 1.031, H26 1.063
10 H 1.128 0.652 -3.637  N28 0.928
11 H 0.588 1.701 -2.563  N28 1.059
12 H 0.746 -0.777 -1.981  C1 1.105
13 H 3.563 0.234 -1.473  C3 1.083
14 H 3.177 -0.730 -2.817  C3 1.047
15 H 3.651 -2.067 -0.604  C4 1.009
16 H 2.183 -1.555 -0.121  C4 1.022
17 H 2.491 -4.083 -0.388  O32 0.911
18 H -0.241 1.825 0.162  O33 1.009
19 H -0.972 -1.074 2.277  N29 0.984
20 H -2.257 -1.032 3.051  N29 0.907
21 H -3.319 -0.396 1.098  C6 1.038
22 H -3.041 0.938 3.230  C8 1.028
23 H -3.265 2.151 0.693  O35 1.081
24 H -1.825 2.799 3.359  C9 1.109
25 H -0.802 1.366 2.849  C9 1.031
26 H -1.157 2.613 1.750  C9 1.063
27 H -0.495 -0.154 -1.082  O36 1.054
28 N 1.391 1.076 -2.854  C1 1.439, H10 0.928, H11 1.059
29 N -1.953 -1.061 2.197  C6 1.401, H19 0.984, H20 0.907
30 O 1.518 0.478 0.574  C2 1.192
31 O 1.342 -2.655 -2.722  C5 1.208
32 O 2.203 -4.151 -1.250  C5 1.373, H17 0.911
33 O 0.111 1.545 -0.741  C2 1.338, H18 1.009
34 O -2.024 1.443 -0.251  C7 1.218
35 O -3.681 2.106 1.690  C8 1.403, H23 1.081
36 O -0.819 -0.509 -0.144  C7 1.329, H27 1.054

Atom charges from the Mulliken analysis, given in e for atoms 1 to 5: 0.45, 0.38, -1.03, -1.20, 0.74

---

Entry 2:
ORCA calculation (ωB97M-V/def2-TZVPD) on an isolated ion of composition C9H18N2OS and charge +2 in a non-equilibrium geometry.

Properties
Total charge: +2
Strongest force on any atom in eV/Å: 4.6
HOMO level in eV: -14.80
Multiplicity: 1
Frontier orbital gap in eV: 6.122

Each atom is followed by the atoms it is bonded to, with distances in Å.
Element x y z (Å)
1 C 2.706 -1.400 -0.273  C2 1.358, C3 1.382, H14 1.065
2 C 1.486 -1.673 0.258  C1 1.358, C4 1.580, H15 1.095
3 C 3.179 -0.190 -0.744  C1 1.382, N10 1.268, H16 1.115
4 C 0.037 -1.055 0.126  C2 1.580, C5 1.512, N11 1.503, H17 1.154
5 C 0.047 0.455 0.181  C4 1.512, C7 1.596, O12 1.521, H18 1.163
6 C 1.745 1.764 1.415  O12 1.261, H19 1.102
7 C -1.294 1.305 0.340  C5 1.596, C8 1.549, H20 1.115, H21 1.061
8 C -2.181 1.235 -0.928  C7 1.549, C9 1.552, H22 1.124, H23 1.179
9 C -3.674 0.960 -0.606  C8 1.552, S13 1.987, H24 1.206, H25 1.168
10 N 4.414 0.073 -0.621  C3 1.268, H26 1.014, H27 1.007
11 N -0.878 -1.592 1.191  C4 1.503, H28 1.013, H29 1.038, H30 1.080
12 O 0.934 0.799 1.368  C5 1.521, C6 1.261
13 S -3.766 -0.919 0.035  C9 1.987, H31 1.225
14 H 3.505 -1.990 0.114  C1 1.065
15 H 1.674 -2.614 0.785  C2 1.095
16 H 2.460 0.510 -1.227  C3 1.115
17 H -0.304 -1.395 -0.922  C4 1.154
18 H 0.722 0.815 -0.695  C5 1.163
19 H 1.657 2.479 0.581  C6 1.102
20 H -0.959 2.342 0.577  C7 1.115
21 H -1.791 0.921 1.195  C7 1.061
22 H -1.862 0.389 -1.597  C8 1.124
23 H -2.133 2.333 -1.352  C8 1.179
24 H -4.061 1.552 0.370  C9 1.206
25 H -4.285 1.128 -1.587  C9 1.168
26 H 5.132 -0.534 -0.242  N10 1.014
27 H 4.844 0.948 -0.872  N10 1.007
28 H -0.820 -1.130 2.091  N11 1.013
29 H -0.825 -2.624 1.286  N11 1.038
30 H -1.880 -1.437 0.818  N11 1.080
31 H -3.829 -1.454 -1.065  S13 1.225

Atom charges from the Mulliken analysis, given in e for atoms 1 to 5: -0.69, -0.52, 0.24, 0.63, -0.09